Density functional theory data (ωB97M-V/def2-TZVPD) for C23H21N6ORuSTe4 as an isolated structure at a distorted geometry.

total energy	-77771.345	eV
maximum force	1.1	eV Å⁻¹
HOMO energy (alpha / beta)	-0.2083 / -0.2195	hartree
molar mass	1041.00	g/mol
HOMO-LUMO gap (alpha / beta)	5.233 / 5.084	eV
multiplicity	2
LUMO (alpha / beta)	-0.01594 / -0.03266	hartree
energy above the lowest of the compared OMol25 structures with the same formula, charge and spin	0.0000	eV

Geometry as XYZ:
```
57
Properties=species:S:1:pos:R:3:forces:R:3
Ru 0.099 0.709 0.288 -0.237 0.438 -0.129
C -1.058 -0.612 4.187 -0.083 0.006 -0.020
C -0.401 -0.061 2.968 -0.038 0.047 -0.206
N -0.935 -0.072 1.784 0.353 0.189 0.013
N -2.140 -0.640 1.519 0.094 0.009 0.187
C -2.344 -0.693 0.207 0.203 -0.056 -0.182
O -1.544 -0.281 -0.703 -0.367 0.232 0.217
C -3.627 -1.307 -0.222 -0.050 0.011 -0.126
C -4.458 -1.954 0.688 0.031 0.001 -0.009
C -5.653 -2.506 0.260 -0.038 -0.018 -0.005
C -6.028 -2.410 -1.072 -0.009 0.007 -0.039
C -5.205 -1.760 -1.981 -0.037 -0.017 -0.013
C -4.006 -1.210 -1.559 0.054 0.005 0.080
C 0.953 0.513 3.004 -0.005 -0.018 -0.268
C 1.722 0.550 4.161 -0.036 0.039 -0.126
C 3.009 1.053 4.106 0.019 0.036 -0.127
C 3.504 1.502 2.891 -0.001 -0.007 0.115
C 2.687 1.452 1.777 -0.022 0.065 0.010
N 1.444 0.982 1.817 0.002 -0.004 0.482
H -2.051 -0.972 3.930 0.027 0.008 0.004
H -1.149 0.159 4.955 -0.003 0.000 0.008
H -0.478 -1.437 4.604 0.006 -0.023 0.012
H -4.157 -2.014 1.723 0.007 0.001 0.009
H -6.298 -3.009 0.968 -0.012 -0.009 0.018
H -6.967 -2.837 -1.402 -0.015 -0.009 -0.008
H -5.503 -1.675 -3.018 0.000 0.002 -0.007
H -3.353 -0.690 -2.248 -0.010 -0.007 0.003
H 1.308 0.190 5.091 -0.027 -0.016 0.004
H 3.615 1.092 5.000 0.039 0.010 0.019
H 4.502 1.904 2.799 0.034 0.015 0.015
H 3.024 1.828 0.819 0.000 -0.032 0.022
Te -0.581 3.374 1.906 -0.210 0.305 0.102
Te 0.092 5.708 1.006 0.030 -0.154 0.141
Te -1.698 4.895 -1.694 0.043 0.023 -0.130
Te -2.175 2.646 -0.576 -0.172 0.024 -0.027
C 1.148 -3.836 -1.739 -0.052 -0.049 0.049
N 1.605 -2.551 -2.229 0.135 0.238 0.036
C 2.090 -2.282 -3.491 0.079 0.200 -0.118
C 2.350 -0.964 -3.551 -0.023 -0.181 -0.106
N 2.031 -0.418 -2.309 -0.114 -0.190 0.019
C 1.560 -1.411 -1.506 -0.206 -0.057 0.230
S 0.997 -1.336 0.083 0.579 -0.881 -0.129
C 2.249 0.953 -2.009 -0.213 0.215 0.050
C 3.349 1.558 -2.598 -0.138 0.083 0.103
C 3.485 2.933 -2.487 -0.062 0.037 0.038
C 2.508 3.642 -1.813 0.128 0.009 -0.082
C 1.478 2.950 -1.209 -0.025 -0.158 0.107
N 1.354 1.613 -1.254 0.216 -0.285 -0.151
H 1.451 -4.599 -2.451 -0.027 -0.001 -0.001
H 0.063 -3.827 -1.635 0.023 -0.013 0.029
H 1.597 -4.043 -0.770 -0.015 -0.016 -0.029
H 2.178 -3.048 -4.239 0.018 0.001 -0.030
H 2.683 -0.351 -4.366 0.012 -0.009 -0.026
H 4.080 0.962 -3.123 0.018 -0.022 -0.015
H 4.335 3.432 -2.931 0.026 0.022 -0.014
H 2.526 4.718 -1.712 0.020 0.025 -0.021
H 0.730 3.489 -0.645 0.051 -0.070 0.022
```
Positions in Å, forces in eV/Å.